Entry 1:
Here is a structure of composition C24H26N4PbS2Si in a non-equilibrium geometry from the Open Molecules 2025 dataset. Energies are from wB97M-V/def2-TZVPD.

Total energy in eV: -66059.132
Strongest force on any atom in eV/Å: 2.91
HOMO level (spin up / spin down) in eV: -4.60 / -5.69
Orbital gap (spin up / spin down) in eV: 4.012 / 5.348
LUMO energy (spin up / spin down) in eV: -0.59 / -0.34

The geometry in ORCA input format:
```
! RIJCOSX wB97M-V def2-TZVPD def2/J DEFGRID3
* xyz 0 1
C 1.39 -1.09 -2.02
C 0.54 -0.08 -2.56
C 1.19 1.18 -2.39
H -0.43 -0.22 -3.04
C 2.45 0.94 -1.77
C 2.57 -0.46 -1.54
H 3.44 -0.97 -1.10
H 1.17 -2.16 -2.00
H 0.78 2.14 -2.69
H 3.22 1.69 -1.56
Pb 1.31 1.86 2.08
C -1.25 0.26 1.12
H -0.65 1.01 0.60
H -0.67 -0.52 1.64
H -1.92 0.74 1.86
Si -2.33 -0.56 -0.37
C -3.38 -2.03 0.12
C -3.43 -3.05 -0.87
H -3.21 -2.80 -1.92
C -3.70 -4.38 -0.53
H -3.62 -5.16 -1.29
C -4.05 -4.70 0.79
H -4.19 -5.75 1.07
C -4.20 -3.68 1.73
H -4.61 -3.91 2.72
C -3.81 -2.36 1.42
H -3.84 -1.60 2.20
C -2.99 0.85 -1.41
C -3.86 0.48 -2.46
H -4.58 -0.32 -2.31
C -3.76 1.14 -3.70
H -4.38 0.81 -4.54
C -2.87 2.21 -3.85
H -2.70 2.64 -4.84
C -2.24 2.75 -2.73
H -1.64 3.67 -2.81
C -2.38 2.12 -1.48
H -2.01 2.60 -0.58
H -1.25 -1.30 -1.32
H -1.96 -1.22 -1.84
N 3.61 4.53 1.29
C 4.15 3.64 2.14
N 3.60 2.44 2.30
C 4.37 1.62 3.12
C 5.47 2.25 3.65
S 5.55 3.90 3.11
C 3.95 0.26 3.08
C 4.54 -0.91 3.51
S 3.73 -2.29 2.85
C 2.64 -1.24 2.01
N 2.83 0.05 2.27
N 1.66 -1.69 1.21
H 4.09 5.42 1.18
H 3.07 4.17 0.50
H 6.17 1.77 4.32
H 5.40 -0.94 4.16
H 1.72 -2.67 0.96
H 1.31 -1.07 0.48
*
```

=====

Entry 2:
Here is a structure of composition C24H26NaO7S6 from the Open Molecules 2025 dataset. Energies are from wB97M-V/def2-TZVPD.

Total energy in eV: -109074.511
Strongest force on any atom in eV/Å: 0.36
HOMO level in eV: -5.92
Orbital gap in eV: 7.828
LUMO energy in eV: 1.91

The geometry in ORCA input format:
```
! RIJCOSX wB97M-V def2-TZVPD def2/J DEFGRID3
* xyz -1 1
Na 1.02 -0.86 0.63
C -0.71 0.49 3.79
C -1.12 -0.96 4.03
S -0.81 -2.11 2.66
C -2.45 -2.87 2.48
C -3.64 -1.96 2.18
S -3.44 -0.96 0.68
C -3.84 0.69 1.28
C -3.07 1.23 2.48
S -1.27 1.27 2.26
H -1.02 1.09 4.65
H 0.38 0.58 3.72
H -0.57 -1.32 4.91
H -2.18 -1.02 4.28
H -2.32 -3.60 1.68
H -2.69 -3.44 3.38
H -4.53 -2.59 2.06
H -3.84 -1.30 3.02
H -3.66 1.33 0.41
H -4.91 0.77 1.49
H -3.43 2.24 2.67
H -3.30 0.65 3.37
O 3.26 0.39 4.31
S 2.92 0.37 2.90
O 2.34 1.61 2.42
O 2.12 -0.81 2.54
C 4.50 0.15 2.03
C 5.61 0.38 2.84
C 6.91 0.26 2.37
C 7.11 -0.09 1.05
C 6.02 -0.31 0.23
C 4.71 -0.20 0.68
S 3.47 -0.53 -0.62
O 4.22 -0.47 -1.86
O 2.93 -1.86 -0.34
O 2.45 0.51 -0.49
H 5.43 0.64 3.87
H 7.74 0.44 3.04
H 8.11 -0.20 0.65
H 6.16 -0.57 -0.81
O -0.46 -0.81 -1.10
S -1.12 0.45 -1.52
C -2.55 -0.05 -2.49
C -2.61 -1.33 -3.00
C -3.73 -1.71 -3.72
C -4.78 -0.82 -3.92
C -4.71 0.46 -3.39
C -3.59 0.85 -2.66
C -0.12 1.10 -2.88
C -0.44 2.31 -3.46
C 0.38 2.83 -4.45
C 1.52 2.13 -4.83
C 1.84 0.93 -4.22
C 1.02 0.40 -3.24
H -1.79 -2.01 -2.81
H -3.80 -2.72 -4.12
H -5.65 -1.13 -4.48
H -5.53 1.15 -3.53
H -3.53 1.84 -2.22
H -1.32 2.86 -3.14
H 0.14 3.77 -4.92
H 2.18 2.55 -5.59
H 2.76 0.41 -4.47
H 1.27 -0.53 -2.73
*
```

=====

Entry 3:
Here is a cluster of 3 separate species, C24H27B3F16N4O5S in total in a non-equilibrium geometry from the Open Molecules 2025 dataset. Energies are from wB97M-V/def2-TZVPD.

Total energy in eV: -97872.552
Strongest force on any atom in eV/Å: 2.16
HOMO level in eV: -9.05
Orbital gap in eV: 8.669
LUMO energy in eV: -0.38

The geometry in ORCA input format:
```
! RIJCOSX wB97M-V def2-TZVPD def2/J DEFGRID3
* xyz 0 1
C 7.82 0.86 1.36
C 7.35 2.32 1.01
B 6.21 2.78 2.04
O 6.61 3.37 3.20
C 4.68 2.56 1.68
C 4.32 1.37 1.19
C 2.95 1.12 0.82
B 2.63 -0.35 0.28
C 2.23 -1.45 1.36
O 2.66 -0.70 -1.05
C 2.04 2.11 0.93
B 0.54 1.87 0.47
O -0.12 2.83 -0.29
N -0.17 0.65 0.76
C -1.33 0.42 -0.10
C -0.52 0.50 2.17
C 2.42 3.37 1.47
N 1.45 4.33 1.61
C 1.88 5.45 2.06
N 0.94 6.55 2.24
C 0.52 6.95 1.16
S -0.11 7.36 -0.20
C 3.23 5.70 2.40
N 4.18 4.81 2.32
C 3.73 3.62 1.84
H 7.67 0.68 2.43
H 7.24 0.11 0.82
H 8.87 0.73 1.11
H 8.23 2.97 1.06
H 6.90 2.33 0.02
H 7.40 3.91 3.08
H 5.05 0.57 1.07
H 2.91 -2.30 1.22
H 1.20 -1.73 1.17
H 2.33 -1.06 2.38
H 3.28 -0.16 -1.55
H 0.53 3.19 -0.90
H -1.59 -0.64 -0.13
H -2.24 0.94 0.25
H -1.16 0.71 -1.14
H 0.30 0.76 2.83
H -1.43 1.06 2.45
H -0.74 -0.57 2.36
H 3.49 6.70 2.75
C 0.08 -2.10 -2.43
C -0.70 -3.03 -1.48
C -0.52 -4.54 -1.66
F -0.91 -4.97 -2.87
F -1.29 -5.20 -0.75
F -2.02 -2.71 -1.54
F -0.29 -2.75 -0.22
O -0.61 -1.57 -3.57
C -0.71 -2.28 -4.75
C -2.16 -2.64 -5.09
F -2.74 -3.36 -4.11
F -2.20 -3.37 -6.22
F 0.09 -3.37 -4.73
F -0.24 -1.48 -5.73
H 0.32 -1.22 -1.85
H 1.05 -2.52 -2.71
H 0.52 -4.83 -1.50
H -2.75 -1.73 -5.23
C -5.88 -2.26 1.61
C -5.03 -1.02 1.26
C -5.77 0.26 0.86
F -6.52 0.10 -0.25
F -4.87 1.24 0.58
F -4.13 -1.36 0.31
F -4.31 -0.71 2.38
O -6.06 -3.25 0.61
C -7.07 -3.16 -0.33
C -6.52 -3.03 -1.75
F -5.73 -1.95 -1.88
F -7.55 -2.88 -2.63
F -7.93 -2.16 -0.01
F -7.78 -4.30 -0.26
H -5.31 -2.77 2.38
H -6.82 -1.98 2.08
H -6.42 0.61 1.67
H -5.95 -3.92 -2.02
*
```

=====

Entry 4:
Here is a structure of composition C24H27Br2Ca2FLi2NO6 in a non-equilibrium geometry from the Open Molecules 2025 dataset. Energies are from wB97M-V/def2-TZVPD.

Total energy in eV: -219173.289
Strongest force on any atom in eV/Å: 5.49
HOMO level in eV: -7.83
Orbital gap in eV: 2.017
LUMO energy in eV: -5.81

The geometry in ORCA input format:
```
! RIJCOSX wB97M-V def2-TZVPD def2/J DEFGRID3
* xyz 1 1
C 0.82 0.94 -3.30
C 2.33 0.70 -3.06
C 2.53 -0.82 -2.89
C 2.68 1.33 -1.71
C 3.10 2.82 -1.65
N 2.17 3.61 -0.92
C 2.17 3.45 0.47
O 1.70 4.22 1.24
O 2.71 2.26 0.92
H 0.48 1.65 -2.54
H 0.28 -0.02 -3.13
H 0.57 1.30 -4.29
H 2.92 1.04 -3.89
H 2.33 -1.36 -3.81
H 1.81 -1.17 -2.14
H 3.52 -1.02 -2.51
H 1.81 1.22 -1.06
H 3.49 0.73 -1.28
H 4.12 2.92 -1.33
H 3.09 3.24 -2.77
H 1.24 3.60 -1.29
H 1.96 1.79 1.31
Ca -0.79 0.81 -1.76
F 1.22 5.79 -1.44
C 1.18 1.42 4.14
C 0.57 0.76 3.10
C -0.84 0.28 3.33
O -1.56 -0.24 2.45
C -1.40 0.45 4.63
C -0.80 1.11 5.76
C 0.61 1.68 5.46
O 1.20 2.33 6.29
O -1.31 1.23 6.85
O 1.05 0.55 1.93
H 2.19 1.80 4.00
H -2.40 0.01 4.74
C -4.55 -3.14 7.67
C -3.65 -2.08 7.72
C -2.62 -2.01 6.79
C -2.50 -2.99 5.80
C -3.41 -4.05 5.76
C -4.43 -4.12 6.70
H -5.35 -3.19 8.40
H -3.74 -1.32 8.48
H -1.91 -1.18 6.83
H -1.70 -2.93 5.07
H -3.31 -4.82 5.00
H -5.13 -4.94 6.67
Ca -2.90 2.04 3.46
C -0.77 -1.64 -6.35
C -1.78 -1.84 -7.27
C -1.58 -1.52 -8.60
C -0.35 -1.03 -9.02
C 0.66 -0.82 -8.11
C 0.45 -1.11 -6.75
H -0.92 -1.90 -5.30
H -2.73 -2.25 -6.95
H -2.37 -1.68 -9.32
H -0.19 -0.80 -10.07
H 1.62 -0.44 -8.43
H 1.25 -0.96 -6.04
Br 4.35 3.10 -4.32
Li -1.14 -4.21 7.28
Br -0.25 1.55 -6.56
Li 2.25 -0.48 0.75
*
```

=====

Entry 5:
Here is a structure of composition C24H27Br2MnN6O in a non-equilibrium geometry from the Open Molecules 2025 dataset. Energies are from wB97M-V/def2-TZVPD.

Total energy in eV: -207712.879
Strongest force on any atom in eV/Å: 2.71
HOMO level (spin up / spin down) in eV: -8.96 / -8.99
Orbital gap (spin up / spin down) in eV: 5.161 / 5.006
LUMO energy (spin up / spin down) in eV: -3.80 / -3.98

The geometry in ORCA input format:
```
! RIJCOSX wB97M-V def2-TZVPD def2/J DEFGRID3
* xyz 1 6
Mn 0.47 -0.91 0.04
C 4.42 -1.79 1.89
C 3.04 -1.43 1.47
N 2.34 -1.97 0.52
C 2.89 -2.88 -0.45
C 3.23 -2.04 -1.70
N 2.07 -1.24 -2.09
C 1.33 -1.74 -3.24
C -0.13 -1.33 -3.08
N -0.57 -1.74 -1.74
C -1.98 -1.49 -1.46
C -2.35 0.00 -1.43
N -1.78 0.89 1.08
C -0.56 1.69 1.08
C -0.87 3.13 1.50
C 0.57 1.16 1.94
C 0.68 1.52 3.27
C 1.67 0.94 4.06
C 2.51 -0.01 3.50
C 2.34 -0.35 2.16
N 1.40 0.27 1.38
H 4.72 -2.77 1.53
H 4.51 -1.78 2.97
H 5.12 -1.05 1.49
H 2.12 -3.62 -0.68
H 3.80 -3.40 -0.12
H 3.54 -2.72 -2.51
H 4.06 -1.39 -1.46
H 2.34 -0.27 -2.25
H 1.40 -2.83 -3.26
H 1.72 -1.35 -4.19
H -0.76 -1.78 -3.86
H -0.20 -0.24 -3.16
H -0.43 -2.76 -1.68
H -2.24 -1.99 -0.52
H -2.61 -1.94 -2.25
H -3.44 0.01 -1.45
H -2.03 0.47 -2.37
H -1.52 3.62 0.79
H 0.06 3.70 1.56
H -1.37 3.14 2.46
H 0.00 2.22 3.72
H 1.76 1.20 5.10
H 3.25 -0.50 4.10
Br -4.18 -2.27 1.75
C -3.47 -0.56 1.31
C -4.36 0.45 0.91
C -4.18 1.64 0.22
Br -5.73 2.75 0.01
C -3.02 2.09 -0.49
C -2.75 3.16 -1.28
C -1.40 3.35 -1.75
C -0.35 2.64 -1.27
N -0.52 1.52 -0.44
C -1.93 1.06 -0.37
C -2.05 -0.44 1.41
O -1.16 -1.29 1.55
H -5.40 0.22 1.16
H -3.48 3.93 -1.48
H -1.22 4.16 -2.43
H 0.67 2.92 -1.48
*
```

=====

Entry 6:
Here is a structure of composition C24H27Cl5F5GeO4Ru in a non-equilibrium geometry from the Open Molecules 2025 dataset. Energies are from wB97M-V/def2-TZVPD.

Total energy in eV: -168803.496
Strongest force on any atom in eV/Å: 3.35
HOMO level (spin up / spin down) in eV: -11.88 / -11.88
Orbital gap (spin up / spin down) in eV: 4.963 / 5.171
LUMO energy (spin up / spin down) in eV: -6.92 / -6.71

The geometry in ORCA input format:
```
! RIJCOSX wB97M-V def2-TZVPD def2/J DEFGRID3
* xyz 1 1
Ru 0.32 -0.61 -0.26
C -1.35 2.17 3.06
C -0.33 1.04 2.92
C -0.93 -0.32 3.31
C 0.91 1.35 3.77
O 0.06 0.94 1.56
Ge 0.88 2.22 0.43
O -0.22 1.36 -1.04
C -1.46 1.84 -1.53
C -1.45 3.37 -1.45
C -1.60 1.38 -2.99
C -2.60 1.30 -0.65
O 2.11 0.65 -0.13
C 3.13 0.79 -1.10
C 4.39 0.07 -0.59
C 2.66 0.16 -2.42
C 3.43 2.27 -1.33
H -1.60 2.33 4.11
H -2.26 1.94 2.52
H -0.93 3.10 2.66
H -1.27 -0.30 4.34
H -0.18 -1.09 3.19
H -1.77 -0.55 2.65
H 0.63 1.65 4.78
H 1.47 2.16 3.30
H 1.55 0.48 3.84
H -0.57 3.77 -1.96
H -1.43 3.68 -0.40
H -2.34 3.77 -1.93
H -0.93 1.94 -3.63
H -2.62 1.53 -3.34
H -1.36 0.32 -3.07
H -2.51 1.72 0.35
H -2.54 0.21 -0.58
H -3.57 1.56 -1.07
H 4.21 -1.00 -0.49
H 4.68 0.47 0.38
H 5.21 0.22 -1.29
H 2.59 -0.92 -2.31
H 3.38 0.37 -3.21
H 1.69 0.58 -2.70
H 3.65 2.75 -0.37
H 2.57 2.75 -1.79
H 4.29 2.39 -1.98
F -1.40 -4.66 -5.64
C -1.35 -3.85 -4.60
C -0.15 -3.69 -3.90
F 0.95 -4.34 -4.27
C -0.12 -2.84 -2.81
F 1.02 -2.63 -2.10
C -1.24 -2.12 -2.35
O -1.20 -1.38 -1.31
C -2.44 -2.28 -3.11
F -3.52 -1.59 -2.74
C -2.48 -3.13 -4.20
F -3.61 -3.26 -4.89
Cl 2.81 -1.08 1.95
C 2.03 -2.49 1.38
C 0.78 -2.36 0.75
C 0.05 -3.55 0.64
Cl -1.63 -3.49 0.32
C 0.62 -4.81 0.88
Cl -0.28 -6.23 0.60
C 1.93 -4.90 1.36
Cl 2.61 -6.41 1.74
C 2.62 -3.72 1.66
Cl 4.17 -3.80 2.37
*
```

=====

Entry 7:
Here is the molecule C24H27ClFN5O2 in a non-equilibrium geometry from the Open Molecules 2025 dataset. Energies are from wB97M-V/def2-TZVPD.

Total energy in eV: -52112.511
Strongest force on any atom in eV/Å: 1.04
HOMO level in eV: -8.68
Orbital gap in eV: 9.182
LUMO energy in eV: 0.50

The geometry in ORCA input format:
```
! RIJCOSX wB97M-V def2-TZVPD def2/J DEFGRID3
* xyz 0 1
C 0.02 -1.35 -5.44
H -0.85 -0.72 -5.58
H 0.86 -0.89 -5.96
H -0.17 -2.32 -5.89
C 0.31 -1.49 -3.94
N 1.42 -2.36 -3.58
C 2.73 -1.88 -4.00
H 3.45 -2.67 -3.76
C 3.13 -0.61 -3.24
N 2.79 -0.74 -1.84
C 1.96 0.13 -1.22
O 1.64 1.21 -1.69
C 1.48 -0.33 0.11
C 0.97 -1.61 0.28
C 0.43 -1.99 1.50
C 0.40 -1.09 2.56
C 0.97 0.17 2.41
C 1.48 0.55 1.19
H 1.89 1.54 1.06
H 1.00 0.85 3.25
N -0.20 -1.49 3.76
C -0.96 -0.75 4.63
O -1.30 -1.23 5.70
C -1.35 0.60 4.20
C -1.84 1.02 2.97
N -2.08 2.35 3.06
N -1.79 2.80 4.29
C -1.35 1.78 4.99
C -0.91 1.90 6.40
H -1.26 1.03 6.97
H 0.17 1.93 6.46
H -1.31 2.81 6.83
C -2.53 3.24 2.08
C -2.09 3.15 0.76
C -2.54 4.05 -0.18
C -3.42 5.05 0.21
C -3.85 5.17 1.52
C -3.40 4.26 2.46
H -3.70 4.33 3.49
H -4.52 5.97 1.79
F -3.86 5.92 -0.71
H -2.21 4.00 -1.20
H -1.38 2.39 0.48
Cl -2.26 0.11 1.60
H -0.13 -2.47 4.01
H 0.01 -2.98 1.62
H 0.95 -2.30 -0.55
H 2.95 -1.64 -1.42
H 4.21 -0.45 -3.36
H 2.61 0.27 -3.62
H 2.79 -1.70 -5.08
C 1.20 -3.76 -3.91
C 1.83 -4.68 -2.87
H 2.91 -4.58 -2.85
H 1.59 -5.72 -3.11
H 1.44 -4.45 -1.89
H 0.12 -3.94 -3.93
H 1.60 -4.01 -4.91
H -0.58 -1.88 -3.44
H 0.51 -0.50 -3.52
*
```

=====

Repeat the second record exactly.
Here is a structure of composition C24H26NaO7S6 from the Open Molecules 2025 dataset. Energies are from wB97M-V/def2-TZVPD.

Total energy in eV: -109074.511
Strongest force on any atom in eV/Å: 0.36
HOMO level in eV: -5.92
Orbital gap in eV: 7.828
LUMO energy in eV: 1.91

The geometry in ORCA input format:
```
! RIJCOSX wB97M-V def2-TZVPD def2/J DEFGRID3
* xyz -1 1
Na 1.02 -0.86 0.63
C -0.71 0.49 3.79
C -1.12 -0.96 4.03
S -0.81 -2.11 2.66
C -2.45 -2.87 2.48
C -3.64 -1.96 2.18
S -3.44 -0.96 0.68
C -3.84 0.69 1.28
C -3.07 1.23 2.48
S -1.27 1.27 2.26
H -1.02 1.09 4.65
H 0.38 0.58 3.72
H -0.57 -1.32 4.91
H -2.18 -1.02 4.28
H -2.32 -3.60 1.68
H -2.69 -3.44 3.38
H -4.53 -2.59 2.06
H -3.84 -1.30 3.02
H -3.66 1.33 0.41
H -4.91 0.77 1.49
H -3.43 2.24 2.67
H -3.30 0.65 3.37
O 3.26 0.39 4.31
S 2.92 0.37 2.90
O 2.34 1.61 2.42
O 2.12 -0.81 2.54
C 4.50 0.15 2.03
C 5.61 0.38 2.84
C 6.91 0.26 2.37
C 7.11 -0.09 1.05
C 6.02 -0.31 0.23
C 4.71 -0.20 0.68
S 3.47 -0.53 -0.62
O 4.22 -0.47 -1.86
O 2.93 -1.86 -0.34
O 2.45 0.51 -0.49
H 5.43 0.64 3.87
H 7.74 0.44 3.04
H 8.11 -0.20 0.65
H 6.16 -0.57 -0.81
O -0.46 -0.81 -1.10
S -1.12 0.45 -1.52
C -2.55 -0.05 -2.49
C -2.61 -1.33 -3.00
C -3.73 -1.71 -3.72
C -4.78 -0.82 -3.92
C -4.71 0.46 -3.39
C -3.59 0.85 -2.66
C -0.12 1.10 -2.88
C -0.44 2.31 -3.46
C 0.38 2.83 -4.45
C 1.52 2.13 -4.83
C 1.84 0.93 -4.22
C 1.02 0.40 -3.24
H -1.79 -2.01 -2.81
H -3.80 -2.72 -4.12
H -5.65 -1.13 -4.48
H -5.53 1.15 -3.53
H -3.53 1.84 -2.22
H -1.32 2.86 -3.14
H 0.14 3.77 -4.92
H 2.18 2.55 -5.59
H 2.76 0.41 -4.47
H 1.27 -0.53 -2.73
*
```

=====

Q: Which value of strongest force on any atom does entry 5 give?
A: 2.71 eV/Å